# 1
This record from the Open Molecules 2025 dataset describes C6H12N2 in the gas phase. The level of theory is wB97M-V/def2-TZVPD.

Each line ends with the Mulliken charge.
Cartesian coordinates (Å):
C: 0.19 0.85 0.31  0.096
C: 0.59 2.09 0.46  -0.970
C: -0.87 -1.30 0.79  -0.791
C: -1.15 0.22 0.40  0.493
C: -2.06 0.17 -0.88  -1.375
C: 2.36 -0.19 -0.52  -0.906
N: 0.34 -1.48 0.02  -0.549
N: 1.20 -0.33 0.30  0.153
H: 1.66 2.40 0.34  0.293
H: -0.03 2.95 0.32  0.292
H: -0.84 -1.42 1.86  0.363
H: -1.67 -1.97 0.53  0.360
H: -1.77 0.65 1.27  0.278
H: -1.59 -0.45 -1.61  0.407
H: -2.31 1.20 -1.19  0.331
H: -3.06 -0.31 -0.78  0.344
H: 2.45 -1.19 -1.13  0.321
H: 2.50 0.69 -1.10  0.335
H: 3.28 -0.16 0.17  0.245
H: 0.80 -2.43 0.44  0.280

For the LUMO energy, the calculation gives 1.05 eV. Its structure (SMILES) is C=C1[C@@H](C)CNN1C. The value obtained for the molecular weight is 112.176 g/mol. The gap between HOMO and LUMO is 8.682 eV. The value obtained for the relative energy (zero: lowest compared OMol25 entry of this formula, charge and spin) is 303.5 kJ/mol. The largest force on an atom comes out at 0.0820 Eh/bohr.

# 2
This record from the Open Molecules 2025 dataset describes C6H12N2 as an isolated structure. The level of theory is wB97M-V/def2-TZVPD.

Each line ends with the Mulliken charge.
Cartesian coordinates (Å):
C: -1.81 0.53 -0.05  -0.978
C: -0.48 -0.25 -0.41  0.703
C: -0.48 -1.31 0.72  -0.838
C: 0.10 -0.30 1.87  -0.399
C: 0.78 0.27 -0.19  0.307
C: 1.01 0.88 -1.49  -0.633
H: -2.38 1.27 -1.16  0.267
H: -2.76 -0.49 0.17  0.208
H: -1.78 1.17 0.98  0.230
H: -1.59 -1.56 1.08  0.287
H: 0.12 -2.05 0.24  0.335
H: 0.57 -1.09 2.79  0.277
H: -0.96 0.25 2.22  0.178
H: 2.08 0.23 1.64  0.337
H: 1.30 -0.74 -0.53  0.238
H: 0.59 1.74 -2.08  0.295
H: 2.19 0.88 -1.84  0.199
H: 0.46 -1.13 -2.14  0.303
N: 1.13 0.66 1.35  -0.622
N: -0.06 -0.28 -1.93  -0.693

For the LUMO energy, the calculation gives 0.79 eV. The value obtained for the molecular weight is 112.176 g/mol. The gap between HOMO and LUMO is 9.875 eV. The value obtained for the relative energy (zero: lowest compared OMol25 entry of this formula, charge and spin) is 875.7 kJ/mol. The largest force on an atom comes out at 0.1371 Eh/bohr.

# 3
This record from the Open Molecules 2025 dataset describes C6H12N2 in the gas phase. The level of theory is wB97M-V/def2-TZVPD.

Each line ends with the Mulliken charge.
Cartesian coordinates (Å):
C: -2.78 0.20 -0.44  -1.141
C: -1.68 -0.44 0.27  0.127
C: -0.33 -0.87 -0.16  -0.308
C: 1.99 -0.65 -0.31  -0.449
C: 1.84 0.95 -0.11  -0.528
C: -0.37 0.31 0.73  -0.233
H: -3.54 -0.64 -0.78  0.290
H: -3.34 0.89 0.36  0.248
H: -2.41 0.75 -1.31  0.347
H: -1.87 -1.40 1.05  0.175
H: -0.17 -0.31 -1.21  0.277
H: 0.96 -1.94 1.05  0.327
H: 2.14 -0.66 -1.40  0.244
H: 2.99 -0.95 0.19  0.350
H: 2.15 1.58 -0.99  0.301
H: 2.77 1.19 0.73  0.232
H: 0.44 2.21 0.46  0.252
H: -0.10 0.05 1.78  0.212
N: 0.92 -1.57 0.00  -0.434
N: 0.40 1.28 0.07  -0.285

For the LUMO energy, the calculation gives 1.12 eV. Its structure (SMILES) is CC1[C@@H]2NCCN[C@@H]12. The value obtained for the molecular weight is 112.176 g/mol. The gap between HOMO and LUMO is 8.872 eV. The value obtained for the relative energy (zero: lowest compared OMol25 entry of this formula, charge and spin) is 557.1 kJ/mol. The largest force on an atom comes out at 0.1262 Eh/bohr.

# 4
This record from the Open Molecules 2025 dataset describes C6H12N2 as an isolated structure. The level of theory is wB97M-V/def2-TZVPD.

Each line ends with the Mulliken charge.
Cartesian coordinates (Å):
C: -1.22 -1.71 0.11  -0.763
C: -0.07 -0.60 0.31  0.584
C: 0.97 -0.49 1.09  -0.657
C: 1.89 0.69 0.70  -0.413
C: 1.26 1.52 -0.32  -0.702
C: -0.58 0.32 -0.80  -0.486
H: -2.78 -0.28 -0.21  0.314
H: -2.45 -0.64 1.62  0.278
H: -1.55 -1.93 -0.95  0.364
H: -0.82 -2.62 0.75  0.269
H: 1.08 -1.23 1.83  0.442
H: 2.89 0.30 0.49  0.316
H: 2.32 1.53 1.58  0.269
H: 2.15 1.97 -0.59  0.417
H: 0.85 2.24 0.45  0.159
H: 0.81 1.58 -2.26  0.236
H: -1.56 0.15 -1.77  0.147
H: -1.13 1.15 -0.24  0.270
N: -2.59 -1.06 0.47  -0.648
N: 0.69 0.97 -1.50  -0.398

For the LUMO energy, the calculation gives 0.80 eV. The value obtained for the molecular weight is 112.176 g/mol. The gap between HOMO and LUMO is 9.490 eV. The value obtained for the relative energy (zero: lowest compared OMol25 entry of this formula, charge and spin) is 648.9 kJ/mol. The largest force on an atom comes out at 0.1329 Eh/bohr.

# 5
This record from the Open Molecules 2025 dataset describes a 2-piece molecular cluster, C6H12N2 overall. The level of theory is wB97M-V/def2-TZVPD.

Each line ends with the Mulliken charge.
Cartesian coordinates (Å):
C: -0.63 1.17 -2.19  -0.903
C: 0.04 -0.16 -2.54  -0.637
H: -1.63 0.93 -1.97  0.259
H: -0.23 1.83 -1.50  0.300
H: -0.51 1.77 -3.11  0.331
H: 0.25 -0.72 -1.59  0.102
H: 0.93 0.11 -3.03  0.287
H: -0.56 -0.78 -3.27  0.265
C: 1.57 -1.66 1.72  -1.041
C: -0.03 1.47 1.47  -0.366
C: 0.51 -0.71 1.64  0.734
C: -0.89 -0.61 1.72  -0.632
N: 1.02 0.58 1.54  -0.619
N: -1.15 0.74 1.59  0.009
H: -0.31 2.37 1.18  0.536
H: -2.04 1.16 1.56  0.149
H: -1.67 -1.40 1.73  0.348
H: 1.25 -2.72 1.74  0.333
H: 2.20 -1.50 2.58  0.264
H: 1.88 -1.88 0.72  0.282

For the LUMO energy, the calculation gives 0.83 eV. Its structure (SMILES) is Cc1c[nH]cn1.CC. The value obtained for the molecular weight is 112.176 g/mol. The gap between HOMO and LUMO is 9.390 eV. The value obtained for the relative energy (zero: lowest compared OMol25 entry of this formula, charge and spin) is 200.7 kJ/mol. The largest force on an atom comes out at 0.1629 Eh/bohr.

# 6
This record from the Open Molecules 2025 dataset describes C6H12N2 in the gas phase. The level of theory is wB97M-V/def2-TZVPD.

Each line ends with the Mulliken charge.
Cartesian coordinates (Å):
C: 2.62 -0.52 -0.44  -1.296
C: 1.58 -0.06 0.46  -0.064
C: 0.43 1.04 0.32  -0.372
C: -1.75 0.96 -0.11  -0.600
C: -1.29 -0.44 0.49  -0.297
C: 0.19 -0.37 0.17  0.302
H: 3.04 0.24 -1.08  0.287
H: 3.49 -0.92 0.14  0.325
H: 2.15 -1.31 -0.98  0.373
H: 1.82 -0.06 1.53  0.359
H: 0.42 1.47 1.34  0.242
H: -0.62 2.63 -0.31  0.290
H: -2.47 0.82 -0.98  0.350
H: -2.19 1.47 0.71  0.335
H: -1.49 -0.48 1.54  0.403
H: -1.72 -1.55 -1.25  0.284
H: -1.79 -2.57 0.18  0.268
H: 0.12 -0.40 -0.94  0.084
N: -0.52 1.65 -0.58  -0.565
N: -2.02 -1.60 -0.22  -0.707

For the LUMO energy, the calculation gives 1.07 eV. Its structure (SMILES) is C[C@H]1[C@H]2NC[C@@H](N)[C@H]12. The value obtained for the molecular weight is 112.176 g/mol. The gap between HOMO and LUMO is 9.261 eV. The value obtained for the relative energy (zero: lowest compared OMol25 entry of this formula, charge and spin) is 427.3 kJ/mol. The largest force on an atom comes out at 0.0593 Eh/bohr.